1.
Computed, not measured: an isolated molecule of C3H4N4O at a distorted geometry, with ωB97M-V/def2-TZVPD.

Calculated values
Structure (SMILES)   [H]/N=c1/[nH]ncn1C=O

XYZ file:
```
12
Properties=species:S:1:pos:R:3:forces:R:3
H 1.924 -1.026 0.705 0.286 1.686 -0.273
N 2.016 -0.015 0.415 -2.278 0.186 -0.562
C 0.822 0.465 0.144 3.506 -1.341 1.680
N 0.475 1.767 -0.245 0.463 -0.766 -0.766
N -0.827 1.726 -0.714 -1.358 -1.024 1.428
C -1.348 0.623 -0.258 -0.444 -0.203 -1.563
N -0.397 -0.257 0.313 1.211 3.497 -0.673
C -0.458 -1.610 0.346 0.005 -1.927 -1.342
O -1.516 -2.163 0.180 0.197 -0.421 0.524
H 1.098 2.476 -0.704 -0.758 -1.542 0.797
H -2.342 0.202 -0.502 0.709 0.789 0.287
H 0.554 -2.187 0.321 -1.539 1.067 0.462
```
Positions in Å, forces in eV/Å.

2.
Computed, not measured: a structure of composition C13H26BrN4O6S2 at a distorted geometry, with ωB97M-V/def2-TZVPD.

Calculated values
Net charge   -1

XYZ file:
```
52
Properties=species:S:1:pos:R:3:forces:R:3
O 0.696 -6.913 0.971 -0.427 -0.224 0.145
S 0.538 -6.512 -0.392 1.098 1.068 0.154
O 1.674 -6.660 -1.249 -0.058 -0.045 -0.277
Br -0.909 -8.015 -1.262 -0.198 -0.172 -0.040
N -0.046 -5.046 -0.621 -0.886 -0.995 0.037
S -1.260 -4.500 0.290 0.727 0.925 0.322
O -1.044 -4.652 1.700 -0.201 -0.424 0.201
O -1.515 -3.150 -0.149 0.009 0.187 -0.392
C -2.737 -5.379 -0.131 -0.329 -0.454 -0.323
C -3.556 -5.898 0.850 0.222 0.108 0.566
C -4.716 -6.571 0.508 0.248 0.149 -0.418
N -5.085 -6.773 -0.755 -0.067 0.004 0.221
C -4.286 -6.263 -1.687 0.052 0.108 -0.445
C -3.122 -5.556 -1.450 -0.017 0.098 0.437
H -3.285 -5.778 1.886 0.096 0.006 0.140
H -5.354 -6.958 1.285 -0.195 -0.156 0.099
H -4.578 -6.427 -2.714 -0.162 -0.092 -0.161
H -2.521 -5.170 -2.253 0.118 0.031 -0.226
C -1.133 1.816 -0.931 -0.113 0.012 -0.077
C -1.133 0.444 -0.259 0.207 0.230 -0.018
C -1.396 0.500 1.252 -0.175 -0.280 -0.036
O -0.291 0.933 2.029 -0.106 0.140 0.092
C -0.115 2.330 2.096 0.250 -0.100 0.017
N 0.119 -0.241 -0.577 -0.041 -0.104 0.223
H -0.216 2.373 -0.733 -0.005 -0.004 0.056
H -1.212 1.700 -2.012 0.042 -0.036 -0.004
H -1.978 2.423 -0.596 0.020 0.017 0.014
H -1.949 -0.137 -0.697 -0.011 -0.085 0.086
H -1.614 -0.514 1.593 0.092 -0.020 -0.002
H -2.280 1.115 1.477 0.045 0.082 -0.038
H -1.071 2.863 2.096 -0.016 0.008 -0.067
H 0.503 2.691 1.268 -0.121 0.144 -0.027
H 0.409 2.554 3.027 -0.027 -0.040 0.023
H 0.068 -1.192 -0.215 -0.082 -0.081 -0.248
H 0.853 0.199 -0.028 0.035 0.040 -0.052
C 2.683 3.841 -1.181 -0.004 -0.029 -0.140
C 2.369 5.324 -1.002 0.040 -0.248 0.164
C 3.566 6.155 -0.520 -0.073 0.189 -0.129
O 3.872 6.012 0.853 0.097 -0.062 -0.020
C 4.656 4.880 1.185 -0.076 0.063 0.141
N 1.209 5.455 -0.118 0.087 0.197 0.035
H 2.737 3.317 -0.227 0.016 0.035 0.038
H 1.900 3.359 -1.766 -0.033 0.005 0.033
H 3.630 3.697 -1.706 0.011 -0.004 0.021
H 2.087 5.719 -1.983 0.026 0.072 0.003
H 3.321 7.212 -0.651 -0.011 0.004 0.060
H 4.457 5.954 -1.131 -0.012 -0.091 0.001
H 5.378 4.647 0.398 -0.021 -0.029 -0.035
H 4.033 4.004 1.380 0.059 -0.061 -0.075
H 5.200 5.116 2.099 -0.004 0.039 -0.007
H 0.925 6.430 -0.073 -0.070 -0.024 -0.082
H 1.521 5.244 0.827 -0.054 -0.100 0.009
```
Positions in Å, forces in eV/Å.

Ordered highest occupied orbital energy results: -9.0227 -6.6206; unit eV.
Ordered LUMO level results: 0.26 2.18; unit eV.